278
Properties=species:S:1:pos:R:3:forces:R:3 method="wB97M-V/def2-TZVPD" e_above_lowest_kj_mol=0.0 orbital_gap_ev=8.4819 e_lumo_ev=0.37
C -17.7639 -28.3897 8.6175 0.5446 0.6522 -0.4918
O -17.4152 -27.5298 7.5200 0.3536 -1.2049 0.9666
C -18.3976 -26.7692 6.8932 0.5219 1.7439 -0.4926
C -19.3163 -27.5124 5.9537 -1.5765 0.0527 0.3797
N -20.4783 -28.2382 6.5290 -0.5194 1.0867 -0.0517
C -21.5371 -27.3529 7.1371 2.2909 2.4443 -0.6655
C -22.3159 -28.0510 8.1476 -1.3776 -0.9904 -0.1908
O -21.5749 -28.1953 9.3149 -0.3876 0.7511 1.3655
C -22.3982 -28.4177 10.4757 1.4738 -1.3879 -0.1520
H -16.8353 -28.6861 9.0647 0.7520 -0.1232 0.0935
H -18.2599 -29.3233 8.3740 -0.4758 0.0058 -0.4506
H -18.2810 -27.8641 9.4013 -0.7307 0.3616 0.1846
H -17.7988 -26.0796 6.2294 -0.4813 -0.5645 0.5748
H -18.9104 -26.0548 7.6037 0.1145 -0.9650 -0.4247
H -18.7632 -28.2011 5.3125 0.1248 0.0894 0.1051
H -19.7704 -26.7435 5.3325 0.0869 0.0721 -0.4292
H -20.1242 -28.8602 7.2356 -0.2067 -0.1858 0.4103
H -22.2207 -26.8242 6.4053 0.9162 -1.0857 0.2111
H -21.0638 -26.4727 7.7179 -0.4317 -1.0113 -0.8546
H -22.5245 -29.0424 7.7466 -0.5289 -0.3820 -0.0389
H -23.2776 -27.5171 8.2806 0.3621 -0.1998 0.3284
H -23.3342 -27.8916 10.4804 -0.4791 0.4473 -0.3691
H -21.8166 -28.0806 11.3489 -0.2189 -0.3524 -0.2810
H -22.5883 -29.5196 10.5061 -0.0807 0.7781 0.4215
C -10.3466 -34.1169 11.9343 -0.3635 0.6007 0.5121
O -11.0910 -33.1975 11.2167 -0.9768 0.5937 -1.4264
C -12.0384 -32.5014 12.0287 1.6260 0.3785 -0.2660
C -12.9210 -31.6641 11.1304 -0.1691 -0.9847 -0.3434
N -13.9092 -32.5928 10.5046 1.3964 -0.1679 0.0010
C -14.8672 -31.8628 9.7170 -0.2582 -0.5076 0.8824
C -15.9109 -32.7012 9.0852 -1.2749 -2.3507 -0.5849
O -16.8884 -33.1909 10.0181 -0.5851 0.7960 0.1999
C -17.9495 -33.8187 9.3192 0.0837 1.0790 -0.4848
H -9.8731 -33.5186 12.7212 0.3560 -0.7424 0.4715
H -9.6180 -34.5409 11.2720 0.4509 -0.2578 -0.2415
H -11.0168 -34.8953 12.3149 0.3542 -0.0930 0.2881
H -11.4265 -31.8318 12.6786 -0.5877 -0.3445 0.1310
H -12.5802 -33.2636 12.5892 -0.2813 0.2948 0.2296
H -12.2708 -31.1405 10.3816 -0.4775 -0.2634 0.4961
H -13.4400 -30.9124 11.7371 -0.0810 -0.1408 -0.2385
H -13.3583 -33.2459 9.9070 -0.6385 0.6513 0.5626
H -14.4160 -31.2780 8.9800 0.9883 0.9842 -1.7339
H -15.2941 -31.1326 10.3721 -0.7470 0.4168 0.5903
H -15.5280 -33.6880 8.7064 0.5400 1.0203 -0.3212
H -16.4407 -32.2198 8.2291 0.4343 0.0880 0.5707
H -18.4479 -33.1278 8.6077 0.0712 0.1296 0.4770
H -18.7072 -34.1950 10.0016 0.2856 -0.1523 0.1423
H -17.5402 -34.5596 8.6551 0.1010 -1.0131 -0.0758
C -12.3653 -34.6882 16.1596 -0.0204 1.7274 -0.6383
O -13.4365 -34.7351 15.1808 1.1473 -0.3330 1.1798
C -13.1078 -35.7215 14.2562 0.3844 -0.7414 -0.6620
C -13.1623 -37.1780 14.6784 0.8452 0.1771 2.4264
N -12.6533 -38.0423 13.6850 -0.1018 -1.4592 -1.7950
C -13.4690 -38.3152 12.5063 -1.8585 0.0969 -0.4342
C -13.1817 -39.7080 11.8982 0.9916 0.1150 0.6824
O -14.0312 -39.9230 10.8151 -0.9672 0.0041 -0.0514
C -14.2048 -41.2679 10.4384 0.1381 -0.5630 -0.3970
H -11.4833 -34.0695 15.8252 -0.9874 -0.3386 -0.0501
H -11.9522 -35.6220 16.4595 -0.0727 -1.0538 -0.0643
H -12.7927 -34.2441 17.0349 -0.1433 0.4283 0.5234
H -12.1162 -35.5550 13.8501 0.5978 0.1978 0.0854
H -13.7369 -35.6669 13.4012 -1.0088 0.5339 -0.7216
H -14.1658 -37.4903 14.8821 -0.7835 0.0021 0.2893
H -12.5813 -37.3661 15.6577 -0.8152 0.3270 -1.3930
H -11.7886 -37.7590 13.2993 1.3665 0.4711 0.2520
H -13.4612 -37.5216 11.6708 0.3090 -1.0023 1.0412
H -14.5366 -38.3386 12.8300 0.6079 0.0112 -0.1082
H -13.2590 -40.5280 12.6758 0.0010 0.9346 -0.6361
H -12.1529 -39.6940 11.4886 0.0013 -0.2518 0.4448
H -14.6717 -41.2091 9.4192 0.3959 -0.4611 1.0253
H -14.8215 -41.8892 11.1504 0.2192 0.8654 -0.5466
H -13.2232 -41.7971 10.4014 -0.4508 0.3396 -0.3087
C -18.2854 -23.3502 18.6978 -0.8560 -1.8241 -0.6944
O -17.1705 -23.6602 17.8658 -0.6366 0.0785 0.2520
C -16.0252 -22.9067 18.2219 0.4352 -1.2427 -0.3942
C -14.9255 -23.2249 17.2080 -0.4063 0.0427 -0.7603
N -13.8319 -22.3142 17.4253 0.2440 -0.0110 0.4985
C -12.5506 -22.6698 16.8119 -2.0349 0.1409 -0.7804
C -12.6339 -22.8452 15.3018 1.6689 -0.7680 0.1951
O -12.9248 -21.6182 14.6912 -0.3657 -0.7357 -1.2519
C -13.6019 -21.8750 13.4227 1.3699 1.5564 0.4796
H -19.2104 -23.8868 18.3085 1.2745 0.5326 0.2457
H -18.5373 -22.3080 18.7333 0.1806 0.8064 -0.0383
H -18.1065 -23.7393 19.6973 0.0078 0.1335 0.3358
H -15.6221 -23.2041 19.2161 -0.5378 0.5512 -0.2602
H -16.3094 -21.8661 18.1295 0.2812 0.5848 0.4384
H -15.4037 -23.1663 16.1728 0.5949 -0.1569 0.9615
H -14.5303 -24.2508 17.3537 -0.4087 0.3801 -0.0694
H -14.1350 -21.3577 17.3274 0.3604 0.1043 -0.3433
H -12.2879 -23.6208 17.2143 0.5018 -0.8309 0.4739
H -11.8131 -21.9492 17.0739 0.6103 0.6269 0.2048
H -13.3751 -23.6334 15.0390 0.3448 0.5077 0.1624
H -11.5998 -23.2292 14.9768 -1.2650 0.3579 0.0810
H -13.2306 -22.7384 12.8642 0.2071 0.0432 0.2018
H -13.4474 -20.9498 12.8298 -0.3223 -0.6229 0.1883
H -14.6236 -22.0075 13.6764 -1.2365 -0.1873 -0.1769
C -18.7692 -24.5966 10.6062 -0.3798 -1.3485 -0.9378
O -20.1397 -24.4601 10.8999 0.9060 -0.5309 0.2158
C -20.4884 -23.1441 10.7417 -2.2928 0.5388 0.6165
C -22.0289 -23.0767 10.7240 -0.3181 -0.7670 0.9634
N -22.7295 -23.8041 11.8003 0.0457 -0.2117 -1.7951
C -22.4942 -23.3505 13.1197 0.5778 -0.2432 0.5244
C -23.4045 -24.1334 14.0681 1.8095 0.0732 1.4150
O -23.0354 -25.5283 14.0407 0.6964 1.0049 -0.7524
C -23.9386 -26.4239 14.6897 0.5116 1.9786 -0.3323
H -18.6191 -25.6860 10.7176 0.5606 0.5264 -0.3144
H -18.1328 -24.0491 11.2756 0.2432 0.3393 0.6584
H -18.5415 -24.2329 9.5644 -0.1687 -0.5288 0.6933
H -20.1637 -22.8075 9.7940 0.5649 0.6868 -1.3429
H -20.0712 -22.4735 11.4959 0.1027 -0.3343 0.1987
H -22.4230 -23.5296 9.8136 0.2370 0.3204 -0.2602
H -22.3250 -22.0252 10.8003 -0.1090 -0.0160 -0.2417
H -22.7320 -24.8320 11.6871 0.3501 1.0684 0.2473
H -22.5988 -22.2175 13.1170 -0.3156 -1.2807 0.4371
H -21.4536 -23.5623 13.5006 -0.7163 0.3445 -0.4632
H -24.4334 -24.1114 13.8814 -1.6936 0.5969 -0.7134
H -23.2207 -23.6315 15.0519 -0.2379 -0.8603 -0.0714
H -23.9745 -26.0636 15.6966 -0.4806 -0.1849 1.0138
H -23.4385 -27.3702 14.6902 -0.2282 -0.6707 -0.2315
H -24.9266 -26.3198 14.2183 0.1261 -0.6221 0.0810
C -15.7644 -18.2336 11.2932 0.3134 -2.2649 0.2847
O -16.6981 -19.3484 11.3860 -0.7959 1.4357 0.5331
C -18.0776 -18.9393 11.3923 0.2522 0.8610 0.8547
C -19.0018 -20.1048 11.4844 -0.4065 -0.9150 0.9304
N -18.9267 -20.7279 12.8246 -1.0609 0.2659 -0.6217
C -17.7228 -21.4464 13.1013 0.7699 -0.1670 1.6030
C -17.9219 -22.3960 14.2791 -0.1595 1.1626 0.4782
O -18.9146 -23.3007 13.8985 -0.3077 -0.4495 -0.3073
C -19.5525 -23.8294 15.0112 -0.2207 -0.9097 0.9365
H -15.6238 -17.6233 12.2116 -0.4724 -0.4641 -0.3901
H -16.0497 -17.6362 10.4459 0.1348 0.5087 -0.3792
H -14.8422 -18.8312 11.0994 -0.2708 1.1349 0.0014
H -18.3065 -18.3338 10.5276 0.1112 0.0713 -0.7823
H -18.3976 -18.2643 12.2471 0.9831 -0.6541 -0.4000
H -18.8572 -20.8813 10.7195 0.2405 0.3875 -0.2680
H -20.0222 -19.7058 11.3907 0.1953 -0.1326 -0.1331
H -19.7253 -21.3403 12.9531 0.0797 0.0378 -0.0092
H -17.0127 -20.6598 13.4032 0.4507 -0.8086 -0.4444
H -17.3448 -22.1435 12.3398 0.0958 0.6135 -0.6533
H -18.2807 -21.8689 15.1894 0.3116 0.0538 -0.3781
H -16.9935 -22.9125 14.5468 0.0997 -0.0353 -0.0834
H -20.3203 -24.5135 14.7520 -0.6964 -0.5465 -0.7324
H -20.0526 -23.0961 15.6279 0.0567 0.7190 0.2278
H -18.9259 -24.4417 15.6552 0.6996 0.1625 0.1731
C -13.7506 -25.7430 11.7180 -1.3534 0.5461 1.6708
O -13.8955 -24.5429 10.9636 0.8108 -0.5728 1.1833
C -15.1552 -24.3488 10.4422 -0.9476 -0.5054 -1.2504
C -15.3110 -22.9003 9.9880 -0.0331 -2.0019 -1.8096
N -14.1828 -22.6401 9.1018 -0.1280 2.1690 -0.2851
C -14.0457 -21.1880 8.7359 0.0990 -1.3093 -0.1907
C -12.5961 -20.9328 8.5328 0.7492 1.9762 -1.6052
O -12.4606 -19.6149 7.8805 -0.2941 -1.1922 0.3871
C -11.0957 -19.2328 7.8358 -0.8593 -0.9490 -1.2202
H -14.0723 -26.6924 11.2587 -0.0988 0.5320 -0.3846
H -14.2834 -25.6662 12.7440 0.7032 -0.1364 -1.8514
H -12.7206 -25.8025 11.9320 1.2449 -0.3085 0.2640
H -15.9695 -24.6540 11.0945 -0.0691 0.1428 0.7025
H -15.2325 -25.0665 9.5948 -0.2926 0.6314 -0.1123
H -15.5193 -22.2124 10.7729 0.4671 0.7656 1.0776
H -16.2358 -22.8733 9.3738 0.3265 0.0166 0.1272
H -13.2730 -22.9766 9.4189 -0.7089 -0.0772 0.4629
H -14.3494 -20.4774 9.5108 -0.5091 -0.2631 0.0787
H -14.5621 -20.9640 7.7920 -0.1401 -0.0769 0.3545
H -12.0964 -21.6547 7.8748 -0.1972 -0.1868 0.1263
H -12.0773 -20.8861 9.4747 0.3624 -0.1258 0.6050
H -10.9995 -18.3672 7.1850 -0.0069 -0.1775 -0.3496
H -10.5071 -20.1134 7.4703 0.0366 0.9432 0.3596
H -10.8471 -18.8938 8.7992 1.0241 0.1163 1.4707
C -14.9473 -27.9162 23.7474 0.2270 -0.9664 1.6527
O -15.4391 -28.6938 22.7146 -1.0198 -0.6928 -1.6211
C -16.0014 -29.9761 23.1570 1.7303 1.1960 0.3505
C -16.6660 -30.7011 22.0262 -1.2650 1.4910 0.4014
N -17.7346 -29.7986 21.5357 0.3766 -0.7475 0.0711
C -18.2219 -30.2079 20.2197 -1.5895 0.7537 1.4630
C -19.1606 -29.1662 19.6051 0.4062 -1.0241 -2.1389
O -18.3633 -28.0647 19.1947 0.6344 -0.1756 0.9517
C -19.0221 -26.9066 18.8137 -0.8084 1.6436 -0.7402
H -15.7249 -27.7213 24.4971 -0.1131 0.4289 -0.2288
H -14.5233 -27.0180 23.3390 0.1187 0.4041 -0.0771
H -14.1903 -28.4894 24.3303 0.0558 0.3897 -0.3959
H -16.5981 -29.7312 24.0347 -0.5218 -0.3826 -0.1607
H -15.0923 -30.4590 23.4748 0.1275 -0.9976 0.4901
H -17.0570 -31.6524 22.3455 -0.6013 -0.2469 0.5977
H -15.9586 -31.0220 21.2926 0.9211 0.3043 -0.9905
H -17.3035 -28.9069 21.3841 0.2008 0.6120 0.2260
H -18.7966 -31.1112 20.4170 0.0873 -0.3391 -0.5986
H -17.3809 -30.3325 19.5910 0.5596 -0.5379 -1.1186
H -20.0324 -28.9060 20.1955 0.0926 0.2777 0.5177
H -19.5269 -29.6075 18.6386 -0.0576 0.0850 0.8852
H -19.8405 -27.0466 18.0624 0.4236 -0.2909 0.5593
H -18.2856 -26.2543 18.2980 -0.2275 -0.3557 0.3721
H -19.4374 -26.3023 19.6694 0.2915 -0.6893 -0.4582
C -16.7224 -36.3556 11.8872 0.7038 1.5387 -0.2021
O -16.7662 -35.8327 13.2049 -0.4163 0.1172 0.2289
C -17.5949 -36.5287 14.1175 -1.1121 -0.0527 -1.0927
C -17.7071 -35.7369 15.4012 0.7331 -0.7339 0.7492
N -16.4055 -35.7565 16.0740 0.7433 0.4725 -1.6540
C -16.3164 -35.3352 17.4436 -2.1457 0.0956 -0.7561
C -16.4088 -36.4876 18.3665 0.2816 -1.6229 0.8014
O -15.1499 -37.1519 18.4383 0.0320 -1.1607 0.2038
C -15.2020 -38.4887 18.9855 1.1388 0.2705 0.5692
H -16.1388 -35.5566 11.3878 -0.4841 -0.5285 -0.3257
H -17.6975 -36.4877 11.3814 0.1921 0.1083 0.4926
H -16.1309 -37.2535 11.8160 0.0144 -0.6713 0.1187
H -17.2011 -37.5222 14.2409 0.3872 -0.5689 0.6208
H -18.5933 -36.6975 13.6430 0.3515 0.3501 0.3419
H -18.4021 -36.2006 16.1082 -0.1939 -0.2163 -0.3260
H -18.1192 -34.7486 15.1845 0.1688 0.3803 -0.0570
H -15.7130 -35.2595 15.5115 -0.2567 -0.2689 0.1139
H -17.2459 -34.7663 17.7021 0.7895 0.4443 -0.1027
H -15.4140 -34.7577 17.5821 0.1416 0.2088 0.3550
H -17.1416 -37.2827 18.0662 0.0911 1.0294 -0.0323
H -16.7337 -36.0426 19.3158 0.2308 -0.5634 0.5018
H -15.9253 -39.2014 18.5612 -0.0331 0.6157 -0.4152
H -15.4049 -38.4318 20.0574 -0.2274 0.0487 0.1261
H -14.1860 -38.9763 18.9325 -0.9303 0.8132 -0.3548
C -15.0978 -25.7415 15.0125 -1.7986 -0.5608 -0.0973
O -15.6198 -26.8838 14.3194 -0.0170 0.4808 -0.9317
C -16.8163 -26.5569 13.5324 0.4881 -0.0396 2.6195
C -17.0291 -27.7189 12.6427 -1.4043 -1.3830 -1.2128
N -17.1484 -29.0323 13.3029 -1.3778 -0.3874 -0.4276
C -17.5942 -30.2346 12.5206 -0.8340 0.8205 0.0796
C -16.9788 -31.4787 13.0987 -0.5011 0.5840 -0.0040
O -15.6316 -31.1686 13.2465 0.9779 -1.3877 0.4463
C -14.9304 -32.2951 13.7564 1.3503 -0.0433 0.9284
H -15.8104 -25.5624 15.8479 0.4635 0.5305 -0.3913
H -15.0761 -24.9173 14.2735 0.1661 0.0825 0.8073
H -14.1241 -25.9629 15.4376 0.1777 -0.1498 -0.2609
H -16.7225 -25.6199 12.9761 0.3256 -0.0648 -0.1309
H -17.6152 -26.3800 14.2850 0.0213 -0.2268 -0.5490
H -16.2439 -27.7128 11.9198 1.0180 -0.0958 -0.6572
H -17.9346 -27.5606 11.9943 0.4909 -0.0871 0.7383
H -16.3459 -29.3401 13.8129 0.6940 0.5086 0.1171
H -17.3090 -30.2212 11.4514 -0.0899 0.3915 0.3047
H -18.6951 -30.3767 12.6019 0.4549 0.4081 -0.3058
H -17.0945 -32.2903 12.4218 -0.0995 -0.7429 -1.0174
H -17.4566 -31.8525 14.0069 0.1237 0.5116 0.6565
H -13.8511 -32.0633 13.6067 -0.8905 -0.3793 0.2938
H -15.1560 -33.2998 13.3439 -0.1574 0.7896 -0.5365
H -15.1058 -32.4279 14.8442 -0.0123 0.3474 -0.2697
C -20.7318 -34.7124 13.7779 1.1879 0.7454 -0.9821
O -20.6033 -33.3265 14.0433 1.5547 0.4329 0.5012
H -20.0468 -35.1040 12.9720 -0.9733 0.6605 0.1828
H -20.4721 -35.3024 14.6047 0.2221 -0.8302 1.5810
H -21.7725 -34.8013 13.6110 -0.9192 -0.6942 -0.7404
H -19.7311 -33.1454 14.4732 -1.1013 -0.2336 -0.5705
C -16.6573 -30.0516 17.0701 2.1280 0.7130 0.0947
O -17.7815 -30.4880 17.1465 -1.0195 -0.1624 -0.3107
N -15.5953 -30.5934 17.7788 -0.5173 -0.2380 -0.4790
N -16.2192 -28.9682 16.3544 -1.7638 1.5405 -1.0132
H -15.8373 -31.3985 18.3331 0.4367 0.0945 0.0245
H -14.7277 -30.0585 17.8385 -0.3968 -0.5523 0.2014
H -15.2794 -28.8411 16.0154 0.4452 -0.2864 0.3944
H -16.8503 -28.3522 15.8010 0.3091 -1.2409 0.9099
C -20.3395 -27.6420 14.9411 -0.6954 1.6845 0.6743
O -21.0821 -27.2061 15.8453 0.8656 -0.6507 -1.0558
N -19.5470 -28.7241 15.0716 0.8535 -1.3142 0.7390
N -20.2194 -26.9958 13.7181 0.0391 -0.9888 1.1156
H -18.7000 -28.9075 14.5173 -0.4335 0.4829 -0.3299
H -19.4516 -29.1764 15.9817 -0.4852 0.3740 -0.2579
H -20.6760 -26.1186 13.5677 -0.3292 -0.0356 -0.2366
H -19.7033 -27.4896 13.0224 0.0415 0.2888 -0.5093
C -14.0241 -28.4432 19.2685 1.9869 1.0631 2.1757
O -13.5234 -28.6408 18.1529 -0.6203 -0.1185 0.7342
N -15.1209 -27.7357 19.5551 -1.8770 0.1840 -0.6225
N -13.3511 -28.6628 20.4839 -1.3406 -0.5030 -0.0946
H -15.6047 -27.8826 20.4415 0.4826 0.1359 -0.3353
H -15.7416 -27.5055 18.8020 -0.2748 -0.1224 -0.3826
H -13.9655 -28.7486 21.3409 1.1699 0.0224 -1.2790
H -12.5226 -29.2064 20.4169 0.4229 -0.5279 0.1451
C -12.3354 -28.7224 15.0494 -1.1142 -0.9737 -2.1455
O -12.0122 -28.1410 14.0203 0.1462 0.1426 0.6878
N -13.5784 -29.3699 15.1033 0.6438 0.7341 0.2279
N -11.5593 -28.9328 16.1333 1.5386 1.7648 0.3191
H -13.9531 -29.5264 14.1949 -0.3831 -0.0363 -0.6263
H -13.6701 -30.1549 15.7116 0.1153 -0.5000 0.3411
H -10.7663 -28.2353 16.0769 -1.2172 -1.2709 0.5622
H -12.1392 -28.9010 16.9721 0.5735 0.0204 0.3049